[1]
{
  "formula": "C19H26N6O5S",
  "method": "ωB97M-V/def2-TZVPD",
  "e_above_lowest_ev": 0.000,
  "spin_multiplicity": 1,
  "smiles": "CCOC(=O)N1CCN(C(=O)CSc2nc(CC)nc3c2c(=O)n(C)c(=O)n3C)CC1",
  "elements": ["C", "C", "O", "C", "O", "N", "C", "C", "N", "C", "O", "C", "S", "C", "N", "C", "C", "C", "N", "C", "C", "C", "O", "N", "C", "C", "O", "N", "C", "C", "C", "H", "H", "H", "H", "H", "H", "H", "H", "H", "H", "H", "H", "H", "H", "H", "H", "H", "H", "H", "H", "H", "H", "H", "H", "H", "H"],
  "coordinates": [[-5.61164, -3.37300, 0.84531], [-5.85874, -2.12694, 0.00767], [-4.64404, -1.43728, -0.28385], [-4.17938, -0.62759, 0.69424], [-4.75821, -0.41868, 1.73431], [-2.97248, -0.09260, 0.38302], [-2.34388, -0.19546, -0.91347], [-2.38788, 1.16869, -1.61833], [-1.79728, 2.17708, -0.76907], [-0.66491, 2.88672, -0.97652], [-0.29515, 3.74449, -0.19974], [0.12248, 2.60226, -2.24564], [0.67665, 0.86146, -2.39964], [1.71658, 0.77995, -1.02018], [1.92082, 1.87415, -0.30928], [2.69187, 1.79236, 0.76404], [2.88650, 3.05441, 1.53370], [4.13709, 3.78013, 1.03138], [3.31121, 0.69730, 1.18522], [3.13846, -0.41208, 0.46906], [2.32008, -0.43787, -0.66724], [2.09781, -1.64466, -1.42512], [1.36988, -1.69344, -2.40062], [2.78016, -2.74749, -0.94255], [2.63730, -4.01477, -1.63830], [3.61384, -2.75350, 0.16291], [4.18580, -3.75645, 0.51782], [3.76135, -1.56124, 0.85141], [4.62955, -1.58009, 2.01297], [-2.47573, 2.29014, 0.50783], [-2.41342, 0.94032, 1.22858], [-4.90168, -4.02839, 0.34628], [-5.21223, -3.08993, 1.81596], [-6.54725, -3.90530, 0.99047], [-6.27385, -2.38360, -0.96942], [-6.53584, -1.44723, 0.53508], [-1.30021, -0.50057, -0.77866], [-2.85842, -0.94702, -1.50848], [-3.43579, 1.44336, -1.79332], [-1.87842, 1.10299, -2.57630], [1.00560, 3.23792, -2.23098], [-0.46813, 2.80129, -3.13910], [2.00908, 3.68201, 1.37641], [3.00070, 2.81487, 2.59074], [5.01613, 3.15216, 1.15807], [4.02956, 4.02576, -0.02205], [4.27957, 4.70082, 1.59050], [3.61539, -4.36893, -1.96197], [2.20109, -4.75666, -0.96995], [1.98878, -3.84632, -2.49489], [5.65322, -1.79344, 1.70485], [4.30401, -2.36355, 2.69646], [4.56925, -0.60372, 2.48486], [-3.52043, 2.57217, 0.34066], [-1.97673, 3.06569, 1.08978], [-1.37007, 0.69061, 1.45033], [-2.98803, 0.96869, 2.15476]],
  "forces_ev_per_a": [[0.1135, 0.3641, -0.1917], [-0.4163, -0.1954, 0.2686], [0.2595, 0.1198, -0.0598], [0.1454, -0.0802, -0.0852], [-0.3704, -0.0278, 0.2769], [0.0593, -0.0823, -0.0763], [-0.0549, 0.0027, -0.4159], [0.0480, -0.4092, -0.0997], [-0.3560, -0.1115, 0.1764], [0.1082, 0.3115, -0.2713], [0.0731, 0.3045, 0.1056], [0.4817, -0.3283, 0.1736], [-0.3323, 0.5173, -0.5037], [0.3045, -0.3482, 0.2263], [-0.1706, 0.2388, -0.3681], [-0.0657, -0.1951, 0.1172], [0.1017, 0.1201, 0.0127], [-0.1211, -0.0602, 0.0871], [0.2854, -0.2700, 0.2225], [-0.5487, 0.4464, -0.5427], [-0.0122, 0.4350, 0.1564], [0.0356, 0.0689, 0.1307], [0.1193, -0.2383, 0.0155], [-0.0576, -0.1625, -0.1658], [-0.0274, -0.2804, -0.1580], [-0.0168, 0.1346, 0.0442], [0.0913, -0.1692, 0.0459], [0.0659, -0.0494, 0.0935], [0.2559, -0.1189, 0.3298], [0.1551, -0.0297, 0.4261], [-0.2115, 0.2957, 0.2052], [0.0280, -0.1019, -0.0350], [-0.0006, -0.0221, 0.0796], [-0.1000, -0.0945, 0.0304], [0.0304, 0.0659, 0.1161], [0.0684, -0.1023, -0.1698], [-0.0666, 0.0334, -0.0666], [0.1089, 0.0529, 0.0304], [0.0651, -0.0445, -0.0643], [-0.1126, 0.0636, 0.0339], [-0.2032, 0.0740, -0.0096], [-0.0011, -0.0503, -0.0499], [-0.0167, -0.0462, 0.0674], [-0.0569, -0.0032, 0.0021], [0.1116, -0.0128, 0.0000], [0.0267, 0.0542, -0.1085], [0.0692, 0.0926, 0.0081], [-0.0663, -0.0122, 0.0158], [0.0328, 0.0078, -0.0558], [0.0738, -0.0390, 0.0974], [-0.0317, 0.0091, 0.0527], [0.0442, 0.0569, -0.0206], [0.0522, -0.1436, -0.0087], [0.0194, -0.0031, 0.0302], [-0.1245, -0.0803, -0.0797], [-0.0223, 0.0423, 0.0055], [0.1298, 0.0004, -0.0771]]
}



[2]
{
  "formula": "C38H40BaN3OPS5",
  "method": "ωB97M-V/def2-TZVPD",
  "spin_multiplicity": 1,
  "charge": -2,
  "elements": ["Ba", "C", "C", "S", "C", "C", "S", "C", "C", "S", "H", "H", "H", "H", "H", "H", "H", "H", "H", "H", "H", "H", "S", "C", "C", "N", "C", "S", "C", "N", "C", "C", "C", "C", "C", "C", "P", "C", "C", "C", "C", "C", "C", "C", "C", "C", "C", "C", "C", "C", "C", "C", "C", "H", "H", "H", "H", "H", "H", "H", "H", "H", "H", "H", "H", "H", "H", "H", "H", "C", "C", "C", "N", "H", "H", "H", "H", "H", "C", "C", "C", "O", "H", "H", "H", "H", "H", "H", "H"],
  "coordinates": [[0.32889, -0.47762, -0.17336], [-1.03953, 2.61264, 5.26102], [-1.72822, 3.37299, 4.13357], [-1.58837, 2.58930, 2.49675], [-0.65874, 3.82898, 1.56350], [0.80516, 3.98335, 1.94217], [1.82546, 2.51914, 1.56479], [2.40303, 1.95553, 3.18565], [1.34779, 1.42855, 4.14992], [0.76640, 2.72709, 5.30651], [-1.33091, 1.56019, 5.25485], [-1.35582, 3.02947, 6.22082], [-1.33427, 4.38837, 4.06529], [-2.79550, 3.44331, 4.36444], [-1.17482, 4.78955, 1.64921], [-0.74242, 3.50141, 0.52633], [0.92159, 4.20737, 3.00069], [1.22452, 4.81447, 1.36915], [3.01043, 2.73809, 3.64618], [3.07236, 1.13779, 2.90712], [1.77494, 0.63341, 4.76121], [0.49567, 1.02736, 3.60553], [3.25179, -0.77920, 1.05934], [4.28182, -1.52873, -0.12709], [5.58551, -1.90062, 0.36312], [6.62205, -2.17838, 0.78696], [3.99314, -1.80570, -1.43264], [2.52016, -1.44490, -2.30035], [4.98973, -2.47504, -2.22627], [5.75807, -3.00988, -2.90186], [-6.06776, -1.73082, -4.72140], [-4.74334, -1.65172, -5.13520], [-3.78499, -1.11556, -4.28947], [-4.12670, -0.63045, -3.02721], [-5.45566, -0.72083, -2.62222], [-6.41804, -1.26817, -3.46115], [-2.73915, 0.06780, -2.02065], [-3.59326, 0.18016, -0.40176], [-4.11153, 1.34782, 0.13993], [-4.78736, 1.31667, 1.35422], [-4.95714, 0.11862, 2.02747], [-4.42595, -1.05340, 1.49902], [-3.73560, -1.01950, 0.30218], [-2.78236, 1.81017, -2.59948], [-3.83575, 2.36043, -3.28594], [-3.78407, 3.70319, -3.72182], [-2.66934, 4.45629, -3.48670], [-1.55262, 3.90949, -2.80627], [-0.36249, 4.65582, -2.62370], [0.71684, 4.06181, -2.03202], [0.62461, 2.73588, -1.54390], [-0.51972, 1.95884, -1.60888], [-1.60357, 2.57280, -2.32013], [-6.81965, -2.15886, -5.37414], [-4.45712, -2.02136, -6.11269], [-2.74711, -1.07491, -4.60221], [-5.74386, -0.36034, -1.64200], [-7.44749, -1.33154, -3.12693], [-3.97966, 2.28740, -0.38320], [-5.16822, 2.23658, 1.78085], [-5.47873, 0.09814, 2.97761], [-4.52537, -1.98737, 2.03908], [-3.29366, -1.92616, -0.10097], [-4.71726, 1.77112, -3.50430], [-4.62938, 4.12558, -4.25392], [-2.61572, 5.48385, -3.83547], [-0.31666, 5.67669, -2.99172], [1.65151, 4.60638, -1.92809], [1.52789, 2.32496, -1.09242], [1.53343, -4.78872, -1.49384], [0.77555, -4.33856, -2.74128], [-0.56651, -3.85966, -2.40892], [-1.60910, -3.49855, -2.07935], [2.48660, -5.22279, -1.79528], [0.96206, -5.53357, -0.93503], [1.74885, -3.93848, -0.85135], [0.67484, -5.17302, -3.43894], [1.31942, -3.52649, -3.22913], [-1.27050, -3.29754, 2.80276], [-0.74158, -1.86803, 3.00046], [-1.64535, -1.11738, 3.99092], [-0.64801, -1.21073, 1.80341], [-1.27754, -3.86453, 3.74080], [-0.64338, -3.82043, 2.07758], [-2.28889, -3.25444, 2.40223], [0.25385, -1.96242, 3.48368], [-2.64077, -1.00011, 3.55800], [-1.24515, -0.11509, 4.16726], [-1.72088, -1.64585, 4.94832]],
  "forces_ev_per_a": [[0.2282, 0.4381, -0.5220], [0.0562, -0.0667, -0.0098], [-0.0226, -0.0252, -0.0825], [0.0479, 0.0179, -0.0075], [-0.1033, -0.0413, 0.1080], [0.1529, -0.0590, -0.0591], [-0.0999, -0.0671, 0.0907], [-0.0039, 0.0139, -0.0912], [-0.0061, 0.0591, 0.0940], [-0.0063, -0.0139, -0.0436], [0.0035, 0.1172, 0.0247], [-0.0299, -0.0049, 0.0090], [-0.0023, 0.0105, 0.0199], [0.0146, 0.0215, 0.0080], [0.0198, 0.0179, -0.0060], [-0.0239, -0.0010, -0.0190], [-0.0108, 0.0538, 0.0326], [-0.0210, 0.0058, 0.0072], [0.0009, -0.0196, 0.0292], [0.0281, 0.0221, 0.0057], [0.0011, -0.0208, -0.0334], [-0.0121, -0.0181, -0.0262], [0.0011, -0.1029, -0.1334], [0.0421, -0.0056, 0.1590], [0.0113, 0.0214, -0.0038], [-0.0285, -0.0079, -0.0070], [-0.0841, -0.0878, -0.1748], [0.0629, 0.1201, 0.1240], [0.0508, 0.0565, -0.0114], [-0.0342, -0.0259, 0.0318], [0.0225, 0.0047, 0.0010], [-0.0466, -0.0004, 0.0037], [0.0153, -0.0066, -0.0178], [0.0741, -0.0063, 0.0381], [-0.0094, 0.0097, 0.0111], [-0.0276, -0.0103, -0.0208], [-0.0256, 0.0439, -0.0514], [0.0575, -0.1315, -0.0043], [-0.0345, 0.0522, 0.0249], [-0.0162, 0.0157, -0.0114], [-0.0006, -0.0530, 0.0102], [-0.0502, 0.0268, 0.0627], [0.0428, 0.0218, -0.0774], [-0.0166, 0.0101, 0.0166], [0.0313, 0.0098, 0.0115], [0.0133, -0.0113, 0.0100], [-0.0116, -0.0032, 0.0058], [0.0023, 0.0477, -0.0144], [-0.0021, 0.0221, -0.0106], [0.0125, -0.0295, 0.0138], [-0.0136, -0.0743, -0.0096], [-0.0484, 0.0159, -0.0450], [0.0102, 0.0005, -0.0088], [0.0076, 0.0011, 0.0016], [0.0096, 0.0023, 0.0050], [-0.0072, -0.0096, -0.0114], [0.0087, -0.0013, -0.0014], [0.0071, 0.0004, -0.0021], [-0.0036, -0.0048, 0.0071], [0.0043, 0.0184, -0.0086], [0.0036, -0.0057, -0.0043], [0.0053, 0.0061, -0.0116], [-0.0198, 0.0137, 0.0327], [-0.0164, -0.0138, -0.0028], [0.0019, -0.0030, 0.0024], [0.0018, -0.0064, 0.0019], [0.0027, -0.0108, 0.0073], [-0.0185, 0.0075, -0.0098], [0.0111, 0.0560, -0.0318], [0.0195, -0.1012, 0.0154], [-0.0829, -0.1888, -0.0641], [-0.0992, 0.0770, 0.1987], [0.1467, -0.0342, -0.0959], [0.0127, 0.0198, 0.0269], [0.0493, 0.0332, -0.0123], [0.0035, 0.0639, 0.0410], [-0.0611, 0.0478, -0.0648], [0.0266, -0.0044, 0.0361], [0.0229, 0.0908, 0.0229], [-0.0835, -0.1513, 0.1484], [0.1107, 0.0105, -0.0495], [-0.1743, -0.1185, 0.4051], [-0.0267, -0.0100, -0.0251], [-0.0052, -0.0005, 0.0269], [0.0185, -0.0212, 0.0042], [-0.0030, 0.0070, -0.0207], [-0.0258, -0.0117, 0.0108], [-0.0419, -0.1588, -0.0418], [-0.0164, 0.0381, 0.0121]]
}



[3]
{
  "formula": "C18H27N2S",
  "method": "ωB97M-V/def2-TZVPD",
  "e_above_lowest_ev": 2.308,
  "spin_multiplicity": 1,
  "smiles": "C=C[C@@H]1C[N@H+](CCCS)[C@@H](N=C(C)C)[C@H]1c1ccccc1",
  "charge": 1,
  "elements": ["C", "C", "C", "C", "N", "C", "C", "C", "S", "C", "N", "C", "C", "C", "C", "C", "C", "C", "C", "C", "C", "H", "H", "H", "H", "H", "H", "H", "H", "H", "H", "H", "H", "H", "H", "H", "H", "H", "H", "H", "H", "H", "H", "H", "H", "H", "H", "H"],
  "coordinates": [[-1.48920, -0.67146, 3.89411], [-2.08976, -0.28120, 2.74298], [-1.26877, 0.36791, 1.65642], [-2.12513, 1.05231, 0.56641], [-1.24424, 0.94545, -0.64827], [-1.83580, 1.40616, -1.92574], [-1.35192, 2.78851, -2.39228], [-0.90888, 3.76996, -1.28185], [0.83149, 4.27727, -1.44654], [-0.87906, -0.52300, -0.55290], [-0.10100, -0.96056, -1.64847], [0.34955, -2.15615, -1.65930], [-0.26327, -3.34285, -0.97649], [1.58127, -2.42214, -2.47579], [-0.34880, -0.63890, 0.89366], [1.13134, -0.54214, 1.12705], [1.93620, 0.32228, 0.38892], [3.30533, 0.39111, 0.59271], [3.88454, -0.42048, 1.55927], [3.09366, -1.28014, 2.30579], [1.72494, -1.33962, 2.10221], [-0.92603, 0.04460, 4.49139], [-1.53251, -1.68226, 4.28762], [-3.15912, -0.43276, 2.59128], [-0.77265, 1.21430, 2.15165], [-2.39673, 2.08871, 0.75409], [-3.06522, 0.54156, 0.35257], [-0.40061, 1.43538, -0.33704], [-1.59322, 0.68140, -2.70097], [-2.91843, 1.39079, -1.81461], [-0.57376, 2.68713, -3.14445], [-2.19111, 3.25162, -2.91180], [-1.47873, 4.69056, -1.37938], [-1.08384, 3.39365, -0.27650], [1.31921, 3.23976, -2.13972], [-1.86925, -1.00069, -0.52297], [-1.13984, -3.11041, -0.37414], [0.45294, -3.86152, -0.33749], [-0.58310, -4.02609, -1.76586], [1.62229, -1.67873, -3.27036], [1.56261, -3.41413, -2.92372], [2.44493, -2.28951, -1.82264], [-0.71451, -1.62005, 1.19653], [1.52496, 0.94837, -0.39599], [3.90357, 1.06151, -0.00864], [4.95020, -0.38202, 1.73944], [3.57527, -1.91021, 3.04164], [1.11019, -2.00327, 2.69818]],
  "forces_ev_per_a": [[-0.1196, 0.3254, -0.0460], [0.2449, -0.3185, 0.3255], [-1.2153, 2.2452, 0.7070], [-0.1661, -0.0155, -0.0222], [-0.2500, -0.3417, 0.8084], [0.0533, 0.2873, -0.6136], [-0.3766, 0.2856, 0.2562], [0.1671, -0.1507, -0.6017], [0.2315, 0.2306, 0.2661], [-0.9203, -0.7873, -0.2455], [1.1274, 0.6750, 0.8445], [-0.0278, -0.0112, -0.3485], [-0.0691, 0.1493, 0.3884], [-0.7586, 0.1443, -0.5232], [-0.7829, -0.3238, 0.0333], [0.0453, 0.1239, -0.0988], [0.0282, 0.1354, -0.1401], [-0.1068, -0.1665, 0.1757], [0.0326, 0.1064, -0.0701], [0.2494, -0.0100, 0.0954], [-0.0926, 0.0394, -0.1230], [1.4222, -0.4193, -0.8563], [-1.4643, 0.3842, 0.8093], [0.3165, -1.4263, -0.7795], [0.8705, -0.4144, -0.1946], [0.2867, 0.0527, 0.1124], [0.1355, -0.2265, -0.0934], [0.1135, 0.3676, -0.8689], [0.1356, -0.1491, 0.1889], [0.0146, 0.0077, 0.2695], [0.1102, -0.1041, 0.1140], [0.0000, -0.1211, -0.1006], [0.0066, 0.0325, 0.1306], [-0.0126, 0.0202, 0.0253], [-0.2036, -0.1285, 0.0312], [0.0047, -0.0159, -0.1874], [-0.0030, 0.0678, -0.0352], [0.0767, -0.0465, -0.1195], [0.1215, -0.1029, 0.0368], [0.2015, 0.0265, 0.0323], [0.2212, -0.0736, 0.1479], [0.0528, -0.1523, -0.0072], [0.4127, -0.0677, 0.2545], [-0.0542, -0.0453, -0.0194], [0.0430, 0.0140, 0.0415], [0.0156, -0.0116, -0.0426], [-0.1390, -0.0284, 0.0776], [0.0212, -0.0622, -0.0349]]
}



Frontier orbital gap values, unit eV, following the record order: 8.9 5.2 9.1.